(1)
Entry from the OMol25 dataset: a structure of composition C14H12BrFeN3O8S2 (ωB97M-V/def2-TZVPD).

Properties
E   -161668.157 eV
Frontier orbital gap (spin up / spin down)   5.854 / 5.493 eV
Total charge   -2
Energy above the lowest of the compared OMol25 structures with the same formula, charge and spin   56.2 kJ/mol
Highest occupied orbital energy (spin up / spin down)   -0.0577 / -0.0445 hartree
Molar mass   550.1 g/mol
Multiplicity   5

```
41
C14H12BrFeN3O8S2 | the OMol25 dataset | ωB97M-V/def2-TZVPD
Fe -0.5941 0.0582 1.1492
N -0.6639 0.0510 -1.2274
C -0.2102 1.2890 -1.7176
C 0.0153 1.5248 -3.0447
C 0.5266 2.7664 -3.5108
C 0.8094 3.7721 -2.6448
C 0.6121 3.5766 -1.2537
C 0.9243 4.5644 -0.2844
C 0.7671 4.2974 1.0341
C 0.2807 3.0154 1.4205
N -0.0319 2.1055 0.5480
C 0.1142 2.3471 -0.7825
H -1.6894 -0.0420 -1.0868
H -0.3686 -0.7290 -1.8035
H -0.2160 0.7351 -3.7497
H 0.6820 2.9127 -4.5733
H 1.2042 4.7191 -2.9969
H 1.3005 5.5274 -0.6156
H 1.0177 5.0302 1.7898
H 0.1651 2.7226 2.4625
O 2.4826 0.0320 3.3189
S 1.2602 -0.6584 2.8858
O 1.2158 -2.0518 3.3150
O 0.0234 0.1124 3.2768
O 1.2251 -0.6084 1.3339
O -4.1669 -1.3237 1.6918
S -2.9907 -0.9949 0.9021
O -3.2665 -1.0195 -0.5607
O -2.5175 0.4444 1.2125
O -1.7958 -1.8306 1.2457
Br -2.5091 -3.9550 -1.3522
C -0.8011 -3.8429 -0.5232
C -0.5684 -4.5709 0.6363
C 0.6727 -4.4428 1.2212
C 1.6235 -3.6267 0.6277
C 1.2828 -2.9688 -0.5319
N 0.0883 -3.0897 -1.1303
H -1.3619 -5.1508 1.0822
H 0.8886 -4.9421 2.1574
H 2.5860 -3.4602 1.0899
H 1.9838 -2.2955 -1.0112
```

(2)
Entry from the OMol25 dataset: a structure of composition C14H12ClN2O7RuS at a distorted geometry (ωB97M-V/def2-TZVPD).

Properties
E   -57956.607 eV
Frontier orbital gap   5.441 eV
Total charge   +1
Highest occupied orbital energy   -0.4124 hartree
Molar mass   488.8 g/mol

```
38
C14H12ClN2O7RuS | the OMol25 dataset | ωB97M-V/def2-TZVPD
Ru 0.4101 0.0879 -0.4723
O -3.3354 0.9646 -2.1919
C -2.1118 0.8219 -1.7749
O -1.8107 0.3507 -0.6718
C -1.0538 1.2866 -2.7103
C -1.1930 1.8127 -3.9765
C -0.0301 2.1664 -4.6642
C 1.2175 1.9962 -4.0782
C 1.2748 1.4672 -2.7982
N 0.1564 1.1412 -2.1675
C 2.5424 1.2105 -1.9743
O 3.6089 1.5223 -2.4124
O 2.3055 0.6911 -0.7788
H -3.9749 0.6350 -1.5364
H -2.1739 1.9358 -4.4141
H -0.1059 2.5729 -5.6636
H 2.1388 2.2594 -4.5804
N 0.4048 1.4918 0.9239
C 0.2709 0.3772 1.7986
C 1.4499 -0.1881 2.3589
C 1.3324 -1.2643 3.1924
C 0.0599 -1.7936 3.4701
C -1.1139 -1.1857 2.9697
C -1.0227 -0.1199 2.1301
S -0.1088 -3.2144 4.5449
O 1.1206 -3.9498 4.4374
O -1.3213 -3.8703 4.1306
O -0.2309 -2.3586 5.7075
H 1.3145 1.9536 0.9564
H -0.3176 2.2081 0.9337
H 2.4179 0.2216 2.0910
H 2.1953 -1.7481 3.6320
H -2.0659 -1.6185 3.2508
H -1.9028 0.3337 1.6962
Cl 0.6333 -2.0265 -1.6880
C -0.1481 -1.8165 -0.1255
H 0.3792 -2.3487 0.6645
H -1.2117 -2.0052 -0.2094
```

(3)
Entry from the OMol25 dataset: a structure of composition C14H12GaIN6O9 at a distorted geometry (ωB97M-V/def2-TZVPD).

Properties
E   -102554.017 eV
Frontier orbital gap   7.028 eV
Energy above the lowest of the compared OMol25 structures with the same formula, charge and spin   0.0 kJ/mol
Highest occupied orbital energy   -0.3183 hartree
Molar mass   604.9 g/mol

```
43
C14H12GaIN6O9 | the OMol25 dataset | ωB97M-V/def2-TZVPD
Ga -0.8426 -0.0739 -1.5173
N 0.6243 1.1375 -2.3546
C 1.3603 0.3773 -3.3574
C 0.5985 -0.8603 -3.8339
O 0.8525 -1.3319 -4.9073
N -0.1476 -1.4370 -2.8322
C -1.0128 -2.5784 -3.0457
C -2.4816 -2.1969 -2.4512
O -3.3239 -3.0412 -2.6389
O -2.5550 -1.0754 -1.7915
H 0.3638 2.0649 -2.6870
H 1.2129 1.2271 -1.4891
H 2.3238 0.0295 -3.0053
H 1.4772 0.9611 -4.2926
H -0.7287 -3.4338 -2.4508
H -1.1012 -2.7705 -4.1389
O 1.6169 1.3044 0.0813
C 1.0653 0.4131 0.6893
O 0.0776 -0.3479 0.1787
C 1.4460 -0.0664 1.9812
C 1.2347 -1.4028 2.2716
C 1.5761 -1.8841 3.5248
C 1.8994 -1.0383 4.5984
C 2.3279 0.2030 4.1854
C 2.1597 0.6885 2.9452
N 2.9343 1.1309 5.1563
O 3.0262 0.6821 6.3019
O 3.4244 2.2159 4.7360
N 1.4298 -3.3106 3.6934
O 1.2483 -4.0650 2.6843
O 1.5475 -3.6844 4.8684
H 0.8548 -2.0777 1.5220
H 1.9541 -1.4226 5.6473
H 2.4521 1.6765 2.6764
I -3.4224 5.5904 -1.5570
C -3.2402 3.5842 -1.2772
C -4.2078 2.5725 -1.0897
N -3.5570 1.3853 -1.0717
N -2.2426 1.5748 -1.2839
C -2.0121 2.8823 -1.3150
H -5.2825 2.6870 -0.8682
H -3.9479 0.4767 -1.1994
H -0.9827 3.2342 -1.2862
```

(4)
Entry from the OMol25 dataset: a structure of composition C14H12MnN3OS2 (ωB97M-V/def2-TZVPD).

Properties
E   -74223.344 eV
Frontier orbital gap (spin up / spin down)   7.764 / 7.623 eV
Total charge   -1
Highest occupied orbital energy (spin up / spin down)   -0.1688 / -0.1636 hartree
Molar mass   357.3 g/mol
Multiplicity   2

```
33
C14H12MnN3OS2 | the OMol25 dataset | ωB97M-V/def2-TZVPD
Mn -0.5542 -0.7746 0.0691
N 3.3928 0.8281 -0.7390
C 2.0629 0.5272 -0.4805
S 1.7134 -1.0714 0.0902
N 1.2129 1.4703 -0.7400
N -0.1160 1.0790 -0.5298
C -0.9545 2.0394 -0.7215
C -2.3706 1.9948 -0.4716
C -3.1415 3.1150 -0.8295
C -4.4927 3.1689 -0.5927
C -5.1090 2.0706 0.0322
C -4.3866 0.9673 0.4041
C -2.9855 0.8833 0.1654
O -2.3380 -0.1608 0.5502
H 4.0425 0.3497 -0.1368
H 3.5628 1.8185 -0.8307
H -0.5345 2.9749 -1.0895
H -2.6412 3.9510 -1.3079
H -5.0697 4.0394 -0.8757
H -6.1771 2.0944 0.2196
H -4.8544 0.1195 0.8881
S -1.3896 -2.8196 -0.1460
C -0.3582 -4.2558 -0.1199
C 0.1093 -4.7826 1.0853
C 0.7861 -5.9926 1.1218
C 1.0252 -6.7018 -0.0480
C 0.5900 -6.1735 -1.2564
C -0.0876 -4.9643 -1.2922
H -0.0773 -4.2305 1.9980
H 1.1249 -6.3877 2.0728
H 1.5446 -7.6519 -0.0186
H 0.7742 -6.7111 -2.1796
H -0.4300 -4.5551 -2.2345
```

(5)
Entry from the OMol25 dataset: an isolated molecule of C14H12N2O4 at a distorted geometry (ωB97M-V/def2-TZVPD).

Properties
E   -25883.432 eV
Frontier orbital gap   9.075 eV
Energy above the lowest of the compared OMol25 structures with the same formula, charge and spin   0.0 kJ/mol
Highest occupied orbital energy   -0.3222 hartree
Molar mass   272.3 g/mol
SMILES string   CCOC(=O)Cn1ncc2c(=O)oc3ccccc3c21

```
32
C14H12N2O4 | the OMol25 dataset | ωB97M-V/def2-TZVPD
C -0.5464 3.2572 1.7664
C 0.9672 3.3123 1.6233
O 1.3989 2.6580 0.4223
C 1.5376 1.3363 0.4710
O 1.3455 0.6494 1.4337
C 1.9926 0.8052 -0.8912
N 1.8475 -0.6166 -0.9620
N 2.9513 -1.3640 -1.0911
C 2.5844 -2.6210 -1.0283
C 1.1916 -2.7106 -0.8398
C 0.2989 -3.8340 -0.6837
O 0.5828 -5.0016 -0.7163
O -1.0154 -3.4857 -0.4726
C -1.4683 -2.2086 -0.4456
C -2.8369 -2.0488 -0.2373
C -3.3911 -0.7872 -0.2124
C -2.5892 0.3309 -0.4052
C -1.2341 0.1875 -0.6099
C -0.6433 -1.0786 -0.6219
C 0.7470 -1.3828 -0.7983
H -1.0242 3.7003 0.8957
H -0.8759 2.2257 1.8672
H -0.8457 3.8089 2.6525
H 1.3200 4.3402 1.5239
H 1.4486 2.8305 2.4796
H 1.4469 1.3148 -1.6911
H 3.0597 1.0177 -1.0079
H 3.2965 -3.4153 -1.1145
H -3.4383 -2.9330 -0.0999
H -4.4509 -0.6698 -0.0471
H -3.0279 1.3171 -0.3950
H -0.6296 1.0656 -0.7647
```

(6)
Entry from the OMol25 dataset: an isolated molecule of C14H12N2O7S at a distorted geometry (ωB97M-V/def2-TZVPD).

Properties
E   -42857.941 eV
Frontier orbital gap   8.917 eV
Highest occupied orbital energy   -0.3388 hartree
Molar mass   352.3 g/mol
SMILES string   COc1ccc([N+](=O)[O-])cc1NS(=O)(=O)c1cccc(C(=O)O)c1

```
36
C14H12N2O7S | the OMol25 dataset | ωB97M-V/def2-TZVPD
C -0.9179 -0.7420 2.6779
O -0.3929 0.3530 1.9606
C 0.7954 0.2002 1.3165
C 1.5629 -0.9585 1.3135
C 2.7370 -1.0100 0.5870
C 3.1522 0.1029 -0.1298
N 4.3839 0.0446 -0.8736
O 4.7370 1.0420 -1.4622
O 5.0007 -1.0001 -0.8549
C 2.4066 1.2777 -0.1315
C 1.2325 1.3326 0.5931
N 0.4490 2.4916 0.5682
S -0.3817 2.7728 -0.8776
O -1.1853 3.9348 -0.6662
O 0.5617 2.7381 -1.9445
C -1.4306 1.3175 -0.9314
C -2.7382 1.4050 -0.4928
C -3.5041 0.2527 -0.4035
C -2.9456 -0.9757 -0.7149
C -1.6211 -1.0541 -1.1389
C -0.9605 -2.3548 -1.4124
O 0.2333 -2.5080 -1.4486
O -1.8246 -3.3614 -1.5874
C -0.8614 0.1075 -1.2643
H -1.0869 -1.6003 2.0214
H -1.8706 -0.3992 3.0775
H -0.2605 -1.0314 3.5023
H 1.2440 -1.8327 1.8562
H 3.3341 -1.9077 0.5625
H 2.7250 2.1305 -0.7092
H -0.1922 2.5543 1.3474
H -3.1328 2.3759 -0.2370
H -4.5313 0.3106 -0.0780
H -3.5257 -1.8812 -0.6255
H -1.3448 -4.1843 -1.7741
H 0.1534 0.0570 -1.6253
```

(7)
Entry from the OMol25 dataset: a structure of composition C14H12N3O3S2V at a distorted geometry (ωB97M-V/def2-TZVPD).

Properties
E   -72675.085 eV
Frontier orbital gap (spin up / spin down)   5.930 / 6.198 eV
Total charge   +1
Energy above the lowest of the compared OMol25 structures with the same formula, charge and spin   0.0 kJ/mol
Highest occupied orbital energy (spin up / spin down)   -0.4371 / -0.4383 hartree
Molar mass   385.3 g/mol
Multiplicity   2

```
35
C14H12N3O3S2V | the OMol25 dataset | ωB97M-V/def2-TZVPD
V -0.1526 -0.7821 0.4688
C 2.4995 1.3734 -3.7378
C 2.8865 0.5204 -2.6962
C 2.1666 0.4393 -1.5249
C 1.0018 1.2302 -1.4779
C 0.6837 2.2361 -2.4185
C 1.4245 2.2564 -3.5962
N 0.1738 0.9621 -0.4309
N -0.6597 1.8893 -0.0402
C -1.5293 1.4858 0.9074
C -2.7117 2.2079 1.0555
C -3.6073 1.7392 1.9714
C -3.1849 0.7842 2.9166
C -1.9915 0.1044 2.7030
C -1.3004 0.1980 1.5102
H 3.0564 1.3226 -4.6715
H 3.7559 -0.0900 -2.8381
H 2.4374 -0.2274 -0.6656
H -0.1559 2.8800 -2.2189
H 1.1875 2.9280 -4.4271
H -2.8431 3.0560 0.4005
H -4.6263 2.1439 1.9294
H -3.7723 0.5221 3.8043
H -1.6447 -0.5692 3.4644
C 2.2293 -3.4188 1.5602
S 1.1017 -2.2130 2.1869
O 1.1003 -1.9556 3.6078
O -0.2040 -2.6347 1.5467
O 1.4910 -0.9597 1.3013
H 2.0651 -4.3444 2.0980
H 3.2640 -3.0513 1.7065
H 1.9982 -3.4986 0.5046
S -2.8748 -2.8648 -2.5578
C -1.9515 -2.1327 -1.5860
N -1.3132 -1.5368 -0.7560
```